Entry 1:
{"formula": "C19H35GeO7SW", "method": "ωB97M-V/def2-TZVPD", "s2": 3.78, "homo_energy_ev": [-13.59, -15.28], "charge": 2, "lumo_ev": [-7.73, -10.24], "multiplicity": 4, "homo_lumo_gap_ev": [5.9, 5.0], "elements": ["W", "C", "C", "C", "C", "C", "C", "C", "H", "H", "H", "H", "H", "H", "H", "H", "C", "C", "C", "C", "O", "Ge", "O", "C", "C", "C", "C", "O", "C", "C", "C", "C", "H", "H", "H", "H", "H", "H", "H", "H", "H", "H", "H", "H", "H", "H", "H", "H", "H", "H", "H", "H", "H", "H", "H", "H", "H", "H", "H", "O", "S", "O", "O", "O"], "xyz": [[-0.3077, -2.1130, -2.1079], [-5.1090, -0.5078, -0.5017], [-4.2538, 0.1929, 0.5094], [-3.2295, -0.4741, 1.2085], [-2.5438, 0.1553, 2.2558], [-2.9502, 1.4430, 2.6418], [-3.8320, 2.1566, 1.8742], [-4.4818, 1.5721, 0.7585], [-6.1117, -0.7144, -0.0675], [-4.6046, -1.5004, -0.7397], [-5.2175, 0.2310, -1.2792], [-3.1471, -1.5250, 0.9426], [-1.8350, -0.4561, 2.8176], [-2.6230, 1.8365, 3.5889], [-4.2587, 3.1062, 2.2177], [-5.1918, 2.0849, 0.1591], [2.1284, -2.4988, 0.5597], [1.6794, -3.7865, -0.0868], [2.7890, -4.7278, -0.4725], [0.7185, -4.5889, 0.7753], [1.0254, -3.3159, -1.3750], [3.2852, 0.9396, -0.4921], [0.3960, -0.4096, -2.4069], [-0.1048, 0.9466, -1.9988], [-0.1846, 0.8960, -0.4865], [-1.4013, 1.3082, -2.6580], [1.0352, 1.7870, -2.5806], [3.4975, 2.5203, 0.1479], [3.2666, 3.0877, 1.5063], [2.3412, 4.3341, 1.3484], [4.6239, 3.5418, 1.9210], [2.7728, 1.9151, 2.4078], [2.6414, -2.6554, 1.4825], [1.2121, -1.9052, 0.7936], [2.8192, -1.9512, -0.0882], [3.4889, -4.9401, 0.3470], [3.3639, -4.3741, -1.3384], [2.3667, -5.6808, -0.6813], [-0.1160, -4.8348, 0.1899], [0.4650, -4.1760, 1.7563], [1.2419, -5.5785, 0.9719], [-1.0322, 0.2410, -0.1656], [-0.4234, 1.9343, -0.1687], [0.7783, 0.4823, -0.0948], [-2.1894, 0.6302, -2.3027], [-1.2579, 1.1238, -3.7305], [-1.7291, 2.3647, -2.5419], [1.9535, 1.6802, -1.8961], [0.7394, 2.8315, -2.6643], [1.2774, 1.3295, -3.5357], [2.7812, 5.0131, 0.6017], [2.2775, 4.9681, 2.2059], [1.3948, 3.9912, 0.9308], [5.1762, 4.2060, 1.1753], [5.2357, 2.6526, 2.1190], [4.7085, 4.1253, 2.8730], [1.8783, 1.4536, 2.0385], [2.5897, 2.2183, 3.4759], [3.4624, 1.0593, 2.4762], [-2.3679, -2.1723, -1.4919], [-2.7746, -2.7856, -2.9656], [-3.0754, -4.1634, -2.7737], [-1.4051, -2.6764, -3.7062], [-3.6521, -1.8478, -3.6794]], "atomic_forces_ev_per_a": [[0.29, -2.41, 0.28], [1.40, -1.01, 1.49], [-0.77, -0.27, -0.99], [0.78, -0.05, 1.44], [-0.77, -2.33, -1.49], [0.59, -0.33, 0.60], [-3.05, 0.74, -2.00], [1.65, 0.63, 2.31], [0.33, 0.15, -0.22], [-0.93, 1.40, -0.26], [-0.31, -0.27, -0.90], [0.59, 0.11, 0.27], [-0.12, 0.50, 0.00], [0.21, 0.19, 0.13], [0.70, -0.15, -0.17], [-0.54, 0.58, -0.24], [-0.63, 0.61, -0.13], [-0.17, 0.57, -0.43], [1.14, 0.57, -0.55], [1.63, -1.22, 0.90], [-1.45, 1.11, 0.03], [0.64, 0.67, 0.42], [-0.98, 0.34, 0.39], [1.66, -0.72, -0.01], [-0.44, 0.50, -0.08], [-0.56, -0.41, -0.74], [0.06, -0.15, 1.14], [-0.79, -0.85, -0.12], [-0.05, 0.74, 0.53], [0.59, -1.22, -1.60], [2.49, 0.93, 0.67], [0.25, 0.64, 0.88], [0.34, -0.35, 0.76], [0.62, -0.10, -0.21], [-0.20, -0.01, -0.14], [-0.23, 0.46, 0.03], [-0.12, -0.07, 0.23], [-0.34, -0.76, -0.66], [-1.49, -0.28, -0.54], [-0.13, 0.25, -0.37], [-0.89, 1.16, 0.08], [0.77, 0.37, -0.22], [0.45, -0.63, 0.37], [-0.78, 0.47, 0.13], [-0.02, 0.19, -0.15], [-0.34, 0.12, 0.11], [0.47, -0.69, 0.20], [-1.11, 0.51, -1.11], [0.43, 0.08, 0.02], [0.20, 0.38, -0.11], [0.05, -0.48, -0.01], [-0.35, -0.21, 0.95], [-0.33, 0.33, 0.37], [-1.03, -1.04, 0.64], [0.17, 0.21, -0.25], [-0.76, -0.49, -0.64], [-1.03, 0.13, -0.33], [0.14, -0.06, -1.12], [0.48, 0.54, -0.15], [2.17, -0.24, -2.56], [-2.89, 1.35, -0.98], [-0.33, 0.49, -0.02], [1.52, 0.56, 2.16], [1.14, -1.79, 1.96]], "lowdin_spin": [1.669, 0.068, 0.271, 0.089, 0.063, 0.257, 0.023, 0.164, 0.030, 0.004, 0.015, 0.001, 0.000, 0.011, -0.003, 0.004, 0.008, 0.017, -0.001, 0.002, 0.049, 0.000, 0.067, 0.026, 0.018, 0.002, 0.000, 0.000, 0.000, 0.000, 0.000, 0.000, 0.001, 0.005, 0.000, 0.000, 0.000, 0.000, 0.001, 0.000, 0.000, 0.008, 0.002, 0.001, 0.001, 0.000, 0.000, 0.000, 0.000, 0.000, 0.000, 0.000, 0.000, 0.000, 0.000, 0.000, 0.000, 0.000, 0.000, 0.067, 0.020, 0.005, 0.025, 0.008]}

---

Entry 2:
{"formula": "C19H35IN3O2", "method": "ωB97M-V/def2-TZVPD", "s2": 0.75, "homo_energy_ev": [-7.44, -9.07], "charge": 0, "lumo_ev": [0.39, 0.39], "multiplicity": 2, "homo_lumo_gap_ev": [7.8, 9.5], "elements": ["C", "C", "O", "N", "C", "C", "C", "C", "C", "I", "C", "C", "C", "C", "N", "O", "C", "C", "C", "C", "H", "H", "H", "H", "H", "H", "H", "H", "H", "H", "H", "H", "H", "H", "H", "H", "H", "H", "H", "H", "H", "H", "H", "H", "H", "H", "H", "H", "C", "C", "C", "C", "N", "H", "H", "H", "H", "H", "H", "H"], "xyz": [[3.8789, 0.5522, 1.3547], [2.6925, -0.2779, 0.9681], [1.7314, -0.4222, 1.6627], [2.8582, -0.9673, -0.2828], [3.4586, -2.2836, -0.0060], [1.7112, -0.9524, -1.2704], [2.3740, -1.6762, -2.4906], [2.0804, -1.3790, -3.9623], [2.7796, -0.1363, -4.5273], [0.0085, -1.4553, -4.5219], [0.4621, -1.7482, -0.8144], [-0.8060, -1.0260, -0.2681], [-1.9659, -1.1094, -1.2726], [-1.2501, -1.7062, 1.0185], [-0.5329, 0.4047, 0.0245], [-1.0346, 0.9141, 1.0755], [0.2704, 1.2945, -0.8546], [-0.6511, 1.9616, -1.8905], [0.8542, 2.4087, 0.0152], [1.3903, 0.5168, -1.6067], [3.7004, 1.0525, 2.3056], [4.7543, -0.1003, 1.4360], [4.0991, 1.2744, 0.5678], [4.3266, -2.4668, -0.6443], [3.7826, -2.3497, 1.0340], [2.7415, -3.0957, -0.1582], [3.4492, -1.4788, -2.4098], [2.2463, -2.7516, -2.3370], [2.4537, -2.2497, -4.4960], [2.9763, 0.6002, -3.7495], [3.7456, -0.4375, -4.9425], [2.2203, 0.3560, -5.3202], [0.1348, -2.3685, -1.6518], [0.8020, -2.4369, -0.0387], [-2.0895, -2.1302, -1.6405], [-2.8913, -0.8049, -0.7760], [-1.8215, -0.4655, -2.1336], [-0.4809, -1.6098, 1.7814], [-2.1752, -1.2703, 1.3949], [-1.4234, -2.7652, 0.8047], [-0.9709, 1.2675, -2.6656], [-1.5301, 2.3708, -1.3867], [-0.1184, 2.7811, -2.3821], [1.3304, 2.0094, 0.9088], [1.5858, 2.9616, -0.5810], [0.0811, 3.0997, 0.3469], [1.1370, 0.5698, -2.6634], [2.3287, 1.0694, -1.4933], [-3.4590, 1.2377, 3.1642], [-4.0407, 1.0027, 4.5501], [-5.5651, 1.1594, 4.5949], [-5.9999, 2.5076, 4.2263], [-6.3197, 3.5734, 3.9380], [-3.6546, 2.2549, 2.8218], [-2.3816, 1.0822, 3.1510], [-3.8938, 0.5515, 2.4337], [-3.5945, 1.6911, 5.2706], [-3.8045, -0.0075, 4.8905], [-5.9532, 0.9475, 5.5927], [-6.0377, 0.4562, 3.9053]], "atomic_forces_ev_per_a": [[0.14, 0.07, 0.11], [0.35, -0.43, -0.51], [-0.74, 0.21, 0.39], [-0.26, 0.17, 0.05], [0.03, 0.01, -0.15], [0.24, 0.13, 0.12], [0.08, 0.03, 0.02], [0.17, -0.08, 0.04], [0.11, 0.05, 0.10], [-0.24, 0.02, -0.02], [0.01, -0.11, -0.01], [0.21, 0.24, -0.25], [-0.17, 0.07, 0.07], [-0.02, -0.06, 0.10], [0.41, -0.18, 0.12], [-0.16, 0.09, -0.19], [-0.17, -0.21, 0.08], [-0.07, 0.07, 0.06], [0.13, 0.01, 0.04], [0.11, 0.04, 0.00], [0.03, -0.04, -0.06], [-0.05, 0.07, -0.02], [-0.04, 0.00, 0.03], [-0.06, -0.04, 0.04], [0.01, 0.05, -0.05], [0.04, 0.01, 0.08], [-0.06, -0.02, -0.04], [-0.02, 0.06, -0.01], [-0.05, 0.05, -0.07], [-0.03, 0.00, -0.04], [-0.03, 0.04, 0.06], [-0.03, -0.10, -0.01], [0.01, 0.02, 0.05], [-0.06, -0.02, -0.02], [0.01, 0.00, 0.09], [0.06, 0.02, -0.06], [0.08, -0.04, -0.07], [0.01, -0.02, 0.03], [0.07, -0.02, -0.03], [0.03, 0.05, 0.00], [-0.01, -0.01, 0.00], [0.06, 0.00, -0.05], [-0.01, -0.04, 0.04], [0.05, 0.00, -0.02], [-0.05, -0.01, 0.07], [-0.02, -0.06, -0.04], [-0.05, -0.07, 0.01], [-0.08, 0.01, -0.08], [0.02, 0.00, 0.03], [0.00, 0.01, 0.00], [-0.02, -0.04, 0.01], [-0.02, 0.21, -0.06], [0.04, -0.18, 0.05], [0.00, 0.00, 0.00], [-0.02, 0.01, -0.01], [-0.01, 0.00, 0.00], [0.01, 0.00, -0.01], [-0.01, 0.00, 0.01], [0.01, -0.02, -0.01], [0.00, 0.00, 0.01]], "lowdin_spin": [0.000, 0.000, 0.004, 0.000, 0.000, 0.000, 0.000, 0.000, 0.000, 0.000, 0.007, 0.020, 0.019, 0.000, 0.410, 0.486, 0.021, 0.019, 0.003, 0.004, 0.000, 0.000, 0.000, 0.000, 0.000, 0.000, 0.000, 0.000, 0.000, 0.000, 0.000, 0.000, 0.000, 0.000, 0.002, 0.000, 0.001, 0.000, -0.001, 0.000, 0.000, 0.000, 0.002, 0.000, 0.000, -0.001, 0.000, 0.000, 0.000, 0.000, 0.000, 0.000, 0.000, 0.000, 0.000, 0.000, 0.000, 0.000, 0.000, 0.000]}

---

Entry 3:
{"formula": "C19H36CaClF2KLiN4O13PS3", "method": "ωB97M-V/def2-TZVPD", "s2": 1.78, "homo_energy_ev": [-3.34, -3.34], "charge": -1, "lumo_ev": [-0.98, -0.98], "multiplicity": 2, "homo_lumo_gap_ev": [2.4, 2.4], "elements": ["C", "C", "C", "O", "C", "O", "N", "C", "N", "C", "S", "H", "H", "H", "H", "H", "H", "O", "P", "O", "O", "O", "C", "C", "C", "C", "C", "C", "N", "O", "C", "C", "C", "H", "H", "H", "H", "H", "H", "H", "H", "H", "H", "H", "H", "H", "H", "H", "H", "H", "H", "K", "Li", "C", "C", "O", "C", "C", "H", "H", "H", "H", "H", "H", "H", "H", "H", "H", "O", "H", "H", "Ca", "Cl", "N", "S", "O", "O", "F", "S", "O", "O", "F"], "xyz": [[-4.3670, 7.6344, 2.6340], [-5.0780, 6.7684, 2.2753], [-6.0410, 5.7805, 1.7373], [-6.4414, 4.8059, 2.6607], [-5.4319, 3.9400, 2.9575], [-5.2149, 3.6697, 4.0794], [-4.7375, 3.4491, 1.8277], [-3.3125, 3.6488, 1.9768], [-5.0790, 2.1116, 1.4269], [-4.6166, 1.2421, 2.1398], [-3.7721, 0.0853, 2.6756], [-3.9707, 8.5694, 2.9193], [-5.6497, 5.3542, 0.8091], [-6.9380, 6.3261, 1.4643], [-3.2068, 4.7502, 2.0410], [-2.7808, 3.3215, 1.0870], [-2.8639, 3.2658, 2.8943], [0.2369, 0.0095, 1.9039], [-0.2076, -1.4511, 1.5578], [-1.0042, -1.4506, 0.2410], [-1.0803, -2.0031, 2.6881], [1.0437, -2.3317, 1.4018], [5.7335, -1.2019, -2.4662], [4.8563, -0.0907, -1.8371], [5.6531, 1.2158, -1.7639], [6.7202, 1.2220, -0.6719], [6.1084, 0.8354, 0.6685], [5.3258, -0.4862, 0.6186], [4.3689, -0.5247, -0.5042], [3.3602, 0.2047, -0.1769], [6.3182, -1.6617, 0.5221], [4.6148, -0.7051, 1.9574], [3.7017, 0.0957, -2.8197], [5.6261, -1.2208, -3.5507], [6.7983, -1.0685, -2.2736], [5.4388, -2.1886, -2.1085], [4.9684, 2.0502, -1.5803], [6.1210, 1.4126, -2.7310], [7.5431, 0.5500, -0.9239], [7.1592, 2.2207, -0.5979], [6.9022, 0.7695, 1.4042], [5.4395, 1.6581, 1.0022], [5.7847, -2.6024, 0.3853], [6.9001, -1.7436, 1.4418], [7.0450, -1.5600, -0.2808], [3.9549, 0.1225, 2.2221], [5.3490, -0.8010, 2.7666], [4.0191, -1.6183, 1.9421], [3.1057, -0.8144, -2.9014], [4.0922, 0.3345, -3.8098], [3.0411, 0.9134, -2.5367], [-1.5351, -3.3334, 0.5044], [-3.3844, 6.0646, 0.7899], [2.4586, -8.3004, -2.2995], [1.4683, -7.4780, -3.1077], [1.1573, -6.2300, -2.5236], [2.2423, -5.3302, -2.3647], [2.8944, -4.9268, -3.6766], [2.1271, -8.3910, -1.2644], [2.5613, -9.2988, -2.7273], [3.4484, -7.8407, -2.2881], [0.5242, -8.0208, -3.1717], [1.8216, -7.3425, -4.1367], [2.9828, -5.7418, -1.6706], [1.8292, -4.4446, -1.8869], [3.4103, -5.7670, -4.1471], [3.6292, -4.1388, -3.5065], [2.1447, -4.5652, -4.3821], [-8.1190, 3.0981, 4.9793], [-7.3293, 3.4356, 4.5457], [-8.6122, 2.6845, 4.2599], [6.7860, 1.5645, 2.9279], [-4.6832, -1.4662, 4.7740], [-10.1076, 2.5622, -0.1754], [-9.8806, 2.3192, -1.7291], [-9.0302, 1.2292, -2.0704], [-9.8036, 3.4890, -2.5416], [-11.3247, 1.7499, -2.0792], [-8.8289, 3.0733, 0.5639], [-8.9357, 2.9808, 1.9847], [-8.2096, 4.2687, 0.0637], [-7.7484, 1.9563, 0.2440]], "atomic_forces_ev_per_a": [[1.51, 2.12, 0.47], [-2.00, -2.46, -1.01], [-0.57, 0.56, -0.42], [0.82, 0.05, -0.17], [-1.30, 0.06, -0.45], [0.54, -0.66, 1.38], [0.55, 0.46, -1.19], [0.21, 0.75, -0.08], [-1.11, 1.54, 0.05], [0.75, -1.11, -0.12], [0.62, -1.22, 0.81], [0.54, 0.22, 0.30], [-0.24, -0.31, -0.04], [-0.17, 0.02, -0.11], [0.34, -0.17, 0.48], [0.00, -0.39, 0.02], [0.08, -0.22, -0.06], [0.31, -0.19, 0.33], [0.89, 1.21, 0.29], [1.26, 4.84, -0.54], [-0.18, 0.33, -0.12], [-0.06, 0.51, 0.07], [0.26, -0.14, 0.06], [0.89, -0.98, -1.71], [0.01, 0.28, 0.45], [0.05, 0.16, -0.06], [-0.65, 0.01, -1.25], [1.36, -1.55, 1.05], [-0.26, 2.23, 0.38], [-0.89, -0.17, -0.01], [0.35, -0.01, -0.24], [-0.52, 0.37, -0.09], [-0.56, 0.20, 0.30], [-0.08, 0.16, 0.01], [-0.02, -0.06, 0.10], [-0.02, 0.04, 0.07], [-0.11, -0.10, 0.03], [-0.05, -0.13, -0.05], [-0.05, -0.07, 0.06], [0.03, -0.03, 0.01], [0.37, -1.75, -2.73], [-0.09, -0.14, -0.12], [-0.09, 0.06, -0.01], [-0.10, 0.09, 0.06], [-0.06, -0.01, -0.06], [-0.15, -0.10, -0.14], [0.13, -0.13, -0.14], [-0.12, 0.06, -0.02], [-0.02, 0.01, 0.07], [0.20, -0.07, 0.07], [-0.05, -0.11, 0.17], [-2.31, -6.44, -0.03], [-0.27, 0.05, 0.14], [0.16, 0.11, 0.01], [0.02, -0.10, 0.01], [-0.18, 0.04, 0.04], [0.09, 0.14, -0.02], [0.04, -0.23, -0.10], [-0.06, -0.03, -0.02], [-0.03, 0.00, 0.00], [0.01, -0.04, -0.03], [-0.06, 0.11, 0.03], [0.07, -0.03, 0.01], [0.03, -0.01, -0.04], [-0.14, -0.02, 0.08], [0.06, 0.04, 0.01], [-0.03, 0.02, 0.03], [-0.01, 0.07, 0.05], [-0.05, -0.09, -0.02], [-0.07, 0.00, 0.18], [-0.03, 0.12, -0.06], [0.07, 1.89, 3.69], [-0.04, 0.22, -0.19], [0.53, 0.18, 0.00], [-0.98, -0.48, -1.75], [0.31, -0.07, 0.40], [0.14, 0.40, 0.35], [-0.01, 0.15, 0.55], [0.97, -0.25, 0.80], [-0.70, 0.03, 0.14], [-0.11, 0.19, -0.28], [0.01, 0.02, -0.13]], "lowdin_spin": [0.000, 0.000, 0.000, 0.000, 0.002, 0.001, 0.005, 0.003, 0.083, 0.034, 0.121, 0.000, 0.000, 0.000, 0.000, 0.000, 0.000, -0.581, 0.025, 0.007, -0.180, -0.281, 0.002, 0.026, 0.014, 0.001, 0.013, 0.025, 0.325, 0.586, 0.002, 0.000, -0.001, 0.000, 0.000, 0.001, 0.003, 0.001, 0.000, 0.001, 0.001, 0.002, 0.001, 0.000, 0.000, 0.000, 0.000, 0.001, 0.000, 0.000, -0.001, 0.004, 0.000, 0.000, 0.000, 0.000, 0.000, 0.000, 0.000, 0.000, 0.000, 0.000, 0.000, 0.000, 0.000, 0.000, 0.000, 0.000, 0.000, 0.000, 0.000, 0.001, 0.756, 0.000, 0.000, 0.000, 0.000, 0.000, 0.000, 0.000, 0.000, 0.000]}

---

Q: Look up the multiplicity of the third one.
A: 2

---

Q: The lowest charge belongs to which entry?
A: C19H36CaClF2KLiN4O13PS3